The following is a quantum chemistry calculation of a 9-piece molecular cluster, C34H80Cl10N4 overall, from OMol25.

**Structure (SMILES)**: CCN(CC)CC.CCN(CC)CC.CCN(CC)CC.CCN(CC)CC.ClCCCl.ClCCCl.ClCCCl.ClCCCl.ClCCCl
**Energy relative to the best compared isomer or geometry (same formula, charge and spin)**: 60.7 kcal/mol
**Lowest unoccupied orbital energy**: 0.500 eV
**Max |F|**: 15.258 eV/A
**E**: -6163.6702 hartree
**Highest occupied orbital energy**: -7.9 eV

Positions of all 128 atoms, in Å:
C -4.23168 -1.69781 -0.82042
C -4.76365 -3.12216 -0.56417
N -6.17146 -3.21232 -0.94436
C -6.53012 -4.15933 -1.86220
C -5.97210 -5.51034 -1.57365
C -6.94821 -3.26397 0.24202
C -8.44191 -2.93290 0.01521
H -3.34032 -1.47426 -0.45050
H -4.92419 -0.79044 -0.45850
H -4.13123 -1.56204 -1.85270
H -4.48500 -3.36131 0.48110
H -4.01813 -3.70289 -1.25917
H -5.83172 -3.86362 -2.77344
H -7.40582 -4.11740 -2.30775
H -5.08862 -5.86347 -1.19139
H -6.07177 -6.11564 -2.55170
H -6.65826 -5.96557 -0.73946
H -6.28487 -2.43995 0.71801
H -6.65810 -4.22356 0.78827
H -8.91719 -3.63409 -0.46266
H -8.48076 -2.01370 -0.41787
H -8.67273 -2.99722 0.99628
C 6.77430 2.73207 0.13026
C 6.76762 1.40981 -0.57877
N 6.07158 1.60230 -1.95164
C 6.44007 0.59795 -2.98122
C 6.75201 -0.70217 -2.53868
C 4.64790 1.59899 -1.76859
C 3.94078 2.21361 -3.03893
H 7.58366 2.68831 0.84282
H 5.92022 3.04038 0.61855
H 7.09952 3.52755 -0.42595
H 6.33539 0.68000 -0.04978
H 7.82638 1.27816 -0.99345
H 7.37262 0.94313 -3.23909
H 5.87994 0.74778 -3.89859
H 7.02289 -1.17083 -1.58468
H 7.42855 -1.03533 -3.12011
H 5.92718 -1.19107 -2.91563
H 4.44360 2.13646 -0.90262
H 4.11842 0.65477 -1.78885
H 4.38161 3.17271 -3.48587
H 3.02319 2.62241 -2.80513
H 3.83251 1.47668 -3.81282
C -1.43988 1.23681 -0.10223
C 0.04179 1.16580 0.09274
N 0.33054 1.58784 1.52751
C 1.50770 1.03288 2.13520
C 2.61790 0.90737 1.42262
C 0.38179 3.05922 1.56216
C -0.04602 3.59959 2.96850
H -2.01955 0.46361 0.45087
H -1.59100 0.95346 -1.18672
H -1.78838 2.19196 0.07965
H 0.75963 1.57969 -0.54457
H 0.42290 0.01664 0.15524
H 1.23654 -0.08647 2.13571
H 1.35211 1.24084 3.23975
H 2.89008 0.84542 0.29908
H 3.27960 -0.09572 1.74848
H 3.38035 1.83150 1.54809
H -0.35818 3.29892 0.86596
H 1.35113 3.43742 1.45409
H 0.61765 3.10592 3.70054
H -1.11040 3.47305 3.18393
H 0.12308 4.65152 2.87967
C 3.45657 -2.41157 -0.58051
C 3.29087 -1.97337 -2.04181
N 1.90786 -1.39472 -2.22900
C 1.62729 -0.59154 -3.36460
C 2.27956 -0.90190 -4.56177
C 0.95431 -2.56558 -2.33004
C -0.44107 -2.30611 -1.96704
H 3.39076 -1.53173 0.11277
H 4.49049 -2.48838 -0.68876
H 3.00028 -3.33170 -0.30025
H 3.61663 -2.65932 -2.71066
H 3.79750 -1.12440 -2.27476
H 2.03087 0.23869 -3.18074
H 0.70953 -0.06445 -3.24101
H 3.20987 -1.42923 -5.01616
H 2.49508 0.04579 -5.30092
H 1.63044 -1.46374 -5.14300
H 1.27599 -3.32746 -1.74163
H 0.99740 -3.00890 -3.25786
H -1.00889 -3.32121 -1.52613
H -0.78606 -1.87755 -2.85340
H -0.52735 -1.76122 -0.97332
Cl -4.53782 -0.58783 3.10797
C -3.24461 -0.28416 4.18419
C -1.90503 0.09967 3.51172
Cl -0.70340 0.17025 4.68732
H -3.20654 -1.16144 4.98702
H -3.48796 0.50589 4.91613
H -2.12718 1.06806 2.93128
H -1.86829 -0.82274 2.96097
Cl -4.59013 3.41024 -0.25114
C -5.13983 2.27167 0.98425
C -5.37544 3.08462 2.31498
Cl -3.89086 3.88038 2.90863
H -4.36346 1.52059 1.18485
H -6.08092 1.86629 0.64803
H -5.87201 2.47049 3.00997
H -6.05719 3.84664 2.13146
Cl 3.49230 5.13789 6.19579
C 2.86874 3.61725 6.88328
C 3.03938 2.39356 5.88176
Cl 2.60598 0.97100 6.60311
H 1.87436 3.80570 7.02158
H 3.34088 3.31883 7.79864
H 3.97095 2.23595 5.55476
H 2.52437 2.80684 4.95988
Cl 0.74952 -5.80032 0.38489
C 0.91297 -4.84287 1.90859
C 0.47795 -3.35831 1.53412
Cl -1.24239 -3.15094 1.76330
H 1.85636 -4.77313 2.30559
H 0.34917 -5.22324 2.69294
H 0.82457 -3.15179 0.57708
H 1.01963 -2.62504 2.15168
Cl 0.01668 3.57979 -3.63706
C -1.28707 4.54190 -2.83644
C -2.66860 4.29012 -3.49574
Cl -3.04292 2.47181 -3.52473
H -1.07701 5.68826 -2.84813
H -1.30654 4.16507 -1.75675
H -2.47073 4.59624 -4.45778
H -3.27725 4.71945 -3.04586

=====

The following is a quantum chemistry calculation of a 11-piece molecular cluster, C34H80F30N6O4P5 overall, from OMol25.

**Lowest unoccupied orbital energy**: -3.411 eV
**Max |F|**: 6.820 eV/A
**Net charge**: +1
**E**: -6676.2947 hartree
**Highest occupied orbital energy**: -10.0 eV

Positions of all 159 atoms, in Å:
C 4.17580 6.06926 3.42098
C 2.89867 5.30625 3.36736
O 1.90252 5.75690 2.92385
N 3.01946 3.84876 3.78594
H 3.97825 3.54652 3.95376
H 2.51018 3.84796 4.67313
C 2.30942 2.94824 2.75788
H 5.05280 5.43911 3.27023
H 4.28225 6.61533 4.36018
H 4.14016 6.79481 2.61064
H 2.84400 2.96086 1.81297
H 1.30030 3.29095 2.54417
H 2.28489 1.98325 3.26430
C 0.65682 0.69614 -0.13877
C 0.85009 -0.41903 -1.12532
O 0.94045 -0.27898 -2.30361
N 1.18666 -1.79768 -0.64097
H 1.80649 -1.73860 0.17658
H 0.36078 -2.24297 -0.21646
C 1.65993 -2.72249 -1.78674
H 1.58857 0.83914 0.41225
H -0.22070 0.51237 0.47612
H 0.54211 1.65752 -0.63905
H 1.50816 -3.73952 -1.43197
H 2.71615 -2.46891 -1.82709
H 0.98908 -2.55356 -2.61711
C -3.23351 -2.14630 -4.25316
C -2.60382 -2.68140 -3.03290
O -1.58482 -2.26477 -2.59071
N -3.40356 -3.66460 -2.24341
H -2.82108 -3.70316 -1.40244
H -4.32072 -3.30910 -1.98012
C -3.31687 -5.03834 -2.89064
H -2.70012 -1.25966 -4.58990
H -4.26300 -1.79858 -4.14993
H -3.16664 -2.88443 -5.05719
H -3.91906 -5.02115 -3.79453
H -3.73247 -5.68770 -2.12385
H -2.28198 -5.30928 -3.09326
C -3.21162 6.04263 -3.23896
C -2.65750 5.18965 -2.13216
O -2.58513 5.53522 -1.00153
N -2.37045 3.75293 -2.46758
H -2.80454 3.27654 -1.66775
H -2.86240 3.51097 -3.32429
C -0.87088 3.48644 -2.54430
H -4.09646 5.52240 -3.61603
H -2.49409 6.15501 -4.05490
H -3.49517 7.03400 -2.90202
H -0.40420 4.09415 -1.77714
H -0.61038 3.82235 -3.54591
H -0.80666 2.40646 -2.43537
C -1.63707 -0.67307 3.72068
C -2.46043 0.37101 4.45358
C -2.33171 0.22739 5.98722
C -3.22651 1.17635 6.79907
N -3.57967 0.64087 8.17176
C -4.38370 -0.66850 8.03829
C -5.20378 -0.77638 9.33096
C -5.46486 0.67548 9.70929
C -4.49427 1.57219 8.95256
C -2.37189 0.25064 8.99731
C -1.33886 1.37886 9.13051
C -0.44736 1.32869 10.37127
H -2.17583 -1.62976 3.74561
H -0.66785 -0.87664 4.17133
H -1.60295 -0.53642 2.64061
H -3.48703 0.42919 4.10180
H -1.83486 1.24388 4.22948
H -1.27720 0.29625 6.25816
H -2.59414 -0.79396 6.27968
H -4.17400 1.42073 6.31976
H -2.75501 2.14052 6.99497
H -3.63400 -1.45358 8.08604
H -4.95279 -0.71285 7.11455
H -4.81570 -1.45953 10.08418
H -6.18519 -1.22268 9.15695
H -5.35118 0.75041 10.78982
H -6.46266 0.96333 9.38448
H -3.78068 2.02541 9.63960
H -5.01570 2.33984 8.38974
H -1.84659 -0.61560 8.59692
H -2.70634 -0.07593 9.98343
H -1.87289 2.33628 9.09596
H -0.80678 1.47048 8.17998
H -0.50868 0.29115 10.70606
H -0.85980 1.96063 11.15889
H 0.58596 1.65283 10.28644
C 0.96831 -3.70356 -6.11856
C 0.53336 -2.25254 -5.88298
C 1.54860 -1.26507 -6.46881
C 1.17041 0.17877 -6.11136
N 2.26185 1.24208 -6.32580
C 2.54570 1.31394 -7.83890
C 1.40308 2.21074 -8.33120
C 1.08604 3.22291 -7.24632
C 1.84627 2.67062 -5.99851
C 3.55646 0.85954 -5.59410
C 3.37462 0.98297 -4.07438
C 4.76349 1.31662 -3.46157
H 0.17870 -4.39354 -5.81378
H 1.90800 -4.00457 -5.65488
H 1.07342 -3.99388 -7.16958
H 0.47208 -2.04365 -4.81022
H -0.45339 -2.02386 -6.29603
H 1.55465 -1.45116 -7.54718
H 2.56242 -1.54028 -6.17551
H 0.95534 0.27456 -5.04625
H 0.33955 0.50586 -6.73415
H 3.53674 1.75990 -7.89026
H 2.49307 0.36121 -8.35412
H 1.65110 2.74146 -9.25083
H 0.63207 1.49998 -8.63010
H 1.38034 4.24135 -7.50848
H 0.02816 3.46609 -7.11220
H 2.73052 3.27435 -5.81512
H 1.23317 2.58836 -5.10565
H 4.29275 1.58107 -5.94136
H 3.81818 -0.16561 -5.83507
H 2.88484 0.06610 -3.75445
H 2.72338 1.81885 -3.81607
H 4.61487 1.70421 -2.45369
H 5.29976 2.13545 -3.94762
H 5.40037 0.43344 -3.45605
P 2.57430 -1.36357 3.03772
F 1.33449 -0.35747 2.59213
F 1.77796 -2.58200 2.31657
F 3.31188 -0.98134 1.63608
F 3.84140 -2.31951 3.32381
F 3.32348 -0.13212 3.77219
F 1.93761 -1.77132 4.43878
P 6.63031 -2.07252 -1.30045
F 5.35183 -1.62635 -2.23701
F 5.73342 -1.85062 0.00687
F 6.17186 -3.63399 -1.26587
F 7.93594 -2.42743 -0.38525
F 7.51205 -2.32044 -2.62127
F 7.09807 -0.50557 -1.35339
P -3.39128 1.07016 -0.25473
F -4.70902 0.25790 -0.74044
F -2.77156 1.16886 -1.77630
F -4.16485 2.47144 -0.65741
F -2.13612 1.98493 0.25225
F -3.94713 1.12756 1.25712
F -2.59721 -0.31825 -0.07661
P -1.23438 -4.68207 0.64927
F -1.03892 -6.24256 0.88100
F -2.77263 -4.94555 0.18854
F -1.60025 -4.48410 2.21840
F -1.38862 -3.05587 0.51705
F 0.33510 -4.41070 0.98060
F -0.86111 -4.64948 -0.93615
P 1.77492 -6.00273 -4.43674
F 3.35644 -6.28168 -4.50019
F 1.74654 -6.43235 -2.87476
F 2.07654 -4.43466 -3.94749
F 0.20655 -5.55813 -4.44412
F 1.88233 -5.44012 -5.98238
F 1.38762 -7.47045 -4.93685

=====

The following is a quantum chemistry calculation of a 6-piece molecular cluster, C34H82N4O10 overall, from OMol25.

**Energy relative to the best compared isomer or geometry (same formula, charge and spin)**: 0.0 kcal/mol
**Lowest unoccupied orbital energy**: -4.846 eV
**Max |F|**: 5.429 eV/A
**Net charge**: +2
**E**: -2315.1887 hartree
**Highest occupied orbital energy**: -7.1 eV

Positions of all 130 atoms, in Å:
C 6.24958 0.62001 -3.30844
C 5.40497 0.61949 -2.04954
N 4.97583 -0.80667 -1.55732
C 6.31943 -1.44017 -1.14257
C 4.01465 -0.59577 -0.36111
C 3.38013 -1.93089 0.12605
C 4.29124 -1.69603 -2.60227
C 2.89872 -1.31011 -2.91771
O 2.74403 0.06454 -3.20653
C 1.36796 0.48418 -3.01013
H 6.56972 1.60233 -3.64989
H 5.60959 0.19161 -4.08101
H 7.13524 -0.00602 -3.20059
H 4.52559 1.24704 -2.17420
H 6.03423 1.02099 -1.25443
H 6.62276 -2.02021 -2.01089
H 6.09180 -2.05213 -0.27154
H 7.05743 -0.68897 -0.87444
H 3.26712 0.16988 -0.56268
H 4.69284 -0.09717 0.33287
H 2.85317 -1.83617 1.07894
H 4.04507 -2.77911 0.28649
H 2.51057 -2.28251 -0.42985
H 4.36559 -2.69838 -2.18184
H 4.91390 -1.65698 -3.49551
H 2.16003 -1.65607 -2.18731
H 2.48066 -1.92118 -3.72512
H 0.77505 -0.13230 -3.68270
H 1.28634 1.56607 -3.07783
H 1.22677 0.22065 -1.95831
C 2.86076 7.36995 3.05714
C 1.97346 6.15928 3.28742
N 1.01075 5.67381 2.16211
C 0.29812 4.38887 2.64248
C 0.02143 6.77156 1.74652
C -1.21086 6.96195 2.57729
C 2.01640 5.30306 1.00605
C 1.37053 4.92325 -0.32566
O 0.22871 4.08177 -0.10041
C -0.58851 3.90223 -1.23804
H 2.26341 8.28062 3.03527
H 3.61006 7.33150 2.26861
H 3.47447 7.45379 3.95608
H 1.28839 6.24941 4.13001
H 2.53459 5.23734 3.44311
H -0.62937 4.26330 2.09363
H 0.09074 4.54792 3.70079
H 1.03636 3.59510 2.56150
H -0.33870 6.51816 0.74720
H 0.61186 7.66648 1.55193
H -1.84868 7.73299 2.14872
H -0.93931 7.36613 3.55653
H -1.75525 6.05615 2.83950
H 2.70958 4.54232 1.35617
H 2.49307 6.26726 0.83802
H 2.01816 4.26096 -0.91063
H 1.25653 5.69460 -1.09034
H -0.04093 4.03623 -2.17403
H -1.49456 4.50865 -1.23717
H -0.86437 2.85262 -1.35443
C 2.31384 -4.47143 4.34969
C 0.99801 -4.80505 3.60884
N 1.26361 -5.54502 2.26444
C 1.92947 -4.55074 1.33985
C 2.02876 -6.82962 2.54050
C 2.70913 -7.35163 1.21527
C -0.09702 -5.92430 1.69350
C -0.94813 -4.77905 1.05314
O -0.52931 -4.44677 -0.22455
C -1.20022 -3.37028 -0.85838
H 3.03924 -3.91122 3.75791
H 2.83577 -5.33239 4.76486
H 2.13256 -3.82199 5.20687
H 0.45758 -3.88881 3.38281
H 0.49264 -5.39096 4.37593
H 2.97573 -4.44437 1.61794
H 1.37313 -3.61978 1.41159
H 1.87046 -4.96067 0.33384
H 1.32419 -7.49646 3.03282
H 2.90631 -6.71195 3.17302
H 2.25104 -7.18491 0.24006
H 2.67898 -8.42690 1.39262
H 3.72409 -6.98399 1.07314
H -0.77439 -6.36712 2.42128
H 0.22831 -6.62624 0.92584
H -1.01929 -3.99320 1.81273
H -1.94464 -5.22938 1.02576
H -2.28606 -3.45625 -0.93637
H -0.80930 -3.13682 -1.84754
H -1.04174 -2.49025 -0.22686
C -6.17181 -1.20287 1.89760
C -5.44504 0.09798 1.64845
N -5.44785 0.60030 0.17721
C -4.86791 -0.45215 -0.75153
C -6.89787 0.77732 -0.36933
C -7.74362 1.81774 0.35074
C -4.70291 1.93422 0.09820
C -3.23199 1.80478 -0.02973
O -2.57519 1.02485 0.97803
C -1.32129 0.52075 0.42210
H -5.53618 -2.07446 1.75826
H -7.11335 -1.27437 1.35489
H -6.48363 -1.12861 2.94046
H -4.39287 0.09809 1.93171
H -5.84644 0.95089 2.19652
H -4.90903 -0.07023 -1.77140
H -5.62102 -1.24007 -0.78958
H -3.92286 -0.91592 -0.47933
H -7.48775 -0.13848 -0.34675
H -6.76994 1.00072 -1.42781
H -8.62830 2.01761 -0.25096
H -7.14132 2.72320 0.43759
H -8.01818 1.56311 1.37386
H -5.11462 2.54375 0.90018
H -5.00620 2.33353 -0.87106
H -2.79733 2.80979 -0.03003
H -2.94927 1.54518 -1.05556
H -0.74871 -0.16084 1.05022
H -0.68702 1.32691 0.05341
H -1.59976 -0.07706 -0.44941
O -2.91933 -0.78208 -4.28457
C -2.02476 -0.47564 -3.34199
O -1.87732 0.65452 -2.88715
O -1.41461 -1.45714 -2.91622
H -2.77980 -1.73955 -4.23413
O -3.51896 -0.82864 -7.12789
C -3.59571 -2.10590 -7.55895
O -3.65882 -2.97892 -6.63904
O -3.69475 -2.44569 -8.75896
H -3.54632 -1.24624 -6.24465